Entry 1:
The following is a quantum chemistry calculation of C6H12N2OS2 as an isolated structure at a distorted geometry, from the Open Molecules 2025 dataset.

XYZ file:
```
23
Properties=species:S:1:pos:R:3:forces:R:3
C -1.5725 1.9484 0.1532 0.2 0.2 0.0
C -1.7481 -0.5315 -1.1103 -1.7 0.9 0.7
C -1.3507 -1.9167 1.9928 0.1 0.2 -0.2
C 1.2773 -0.3797 -1.3981 1.3 -0.6 -0.5
C 1.6491 -0.1419 0.0041 0.0 -0.4 0.0
C 3.0410 0.3405 0.2602 0.3 -0.1 0.0
H -1.4626 1.4742 1.1280 0.0 0.1 -0.1
H -2.0259 2.9420 0.2841 0.1 -0.3 -0.1
H -0.5819 2.0645 -0.3098 -0.4 0.0 0.2
H -2.1351 -1.0237 -2.0058 0.0 0.2 0.1
H -0.6837 -0.3054 -1.2383 -2.4 1.1 0.8
H -2.0759 -2.7275 1.9480 0.0 0.1 0.0
H -0.7743 -1.7429 2.8932 0.0 0.0 -0.1
H 1.7397 0.3132 -2.1092 -0.1 0.0 0.0
H 1.1573 -0.7705 0.7411 0.2 0.2 -0.2
H 3.5356 0.0168 1.1722 -0.1 0.1 -0.1
H 3.6970 0.4729 -0.5980 -0.1 0.0 0.1
H 1.8333 1.8853 -0.3361 0.1 -0.1 0.1
N -1.1351 -1.1372 1.0132 -0.3 -0.3 0.4
N 1.9204 1.2332 0.4429 -0.2 0.4 0.0
O -1.9155 -1.4787 -0.0746 -0.3 -0.1 0.1
S -2.6766 1.0023 -0.9219 -0.2 0.1 0.0
S 0.2871 -1.5376 -1.9310 3.5 -1.4 -1.1
```
Positions in Å, forces in eV/Å.

Calculated values
HOMO energy	-8.303	eV
DFT total energy	-33108.95659	eV
2S+1	1
maximum force	3.960	eV/Å
HOMO-LUMO gap	7.9	eV



Entry 2:
The following is a quantum chemistry calculation of a 2-piece molecular cluster, C4H12N2S overall at a distorted geometry, from the Open Molecules 2025 dataset.

XYZ file:
```
19
Properties=species:S:1:pos:R:3:forces:R:3
C -0.0538 -1.2044 0.0794 -1.6 -1.1 1.9
N -0.7122 0.0600 -0.1190 3.8 0.5 -1.5
C -1.0234 0.5782 -1.4439 -2.9 0.0 0.6
C -1.5840 1.9820 -1.2488 0.7 0.7 1.0
S 3.6566 -2.2712 0.4141 0.3 -0.1 -0.2
C 0.7313 -1.2473 1.4192 1.5 1.0 -0.7
N 1.1546 0.1529 1.6790 0.7 0.0 -0.8
H 0.6022 -1.5540 -0.7207 -0.4 0.4 -0.5
H -0.8995 -1.9061 0.1979 0.3 -0.4 -0.5
H -0.2128 0.7261 0.5084 -1.2 0.3 0.7
H -0.2749 0.5352 -2.2371 0.6 -0.5 0.5
H -1.8458 -0.1024 -1.7141 0.1 0.0 -0.7
H -2.3586 1.9875 -0.4822 -0.2 -0.2 -0.2
H -1.9359 2.5596 -2.0971 0.0 -0.6 -0.4
H -0.7842 2.5883 -0.8065 0.0 0.1 -0.1
H 1.6586 -1.7933 1.1643 -0.7 -0.4 0.3
H 0.2779 -1.7052 2.2917 -0.4 0.1 -0.2
H 1.9610 0.1927 2.3048 -0.6 -0.1 0.5
H 1.6430 0.4214 0.8105 -0.1 0.1 0.2
```
Positions in Å, forces in eV/Å.

Calculated values
HOMO energy (alpha / beta)	-13.817 / -12.999	eV
DFT total energy	-18146.24738	eV
total charge	+1
2S+1	2
maximum force	4.174	eV/Å
HOMO-LUMO gap (alpha / beta)	6.1 / 7.2	eV



What did the first record say?
The following is a quantum chemistry calculation of C6H12N2OS2 as an isolated structure at a distorted geometry, from the Open Molecules 2025 dataset.

XYZ file:
```
23
Properties=species:S:1:pos:R:3:forces:R:3
C -1.5725 1.9484 0.1532 0.2 0.2 0.0
C -1.7481 -0.5315 -1.1103 -1.7 0.9 0.7
C -1.3507 -1.9167 1.9928 0.1 0.2 -0.2
C 1.2773 -0.3797 -1.3981 1.3 -0.6 -0.5
C 1.6491 -0.1419 0.0041 0.0 -0.4 0.0
C 3.0410 0.3405 0.2602 0.3 -0.1 0.0
H -1.4626 1.4742 1.1280 0.0 0.1 -0.1
H -2.0259 2.9420 0.2841 0.1 -0.3 -0.1
H -0.5819 2.0645 -0.3098 -0.4 0.0 0.2
H -2.1351 -1.0237 -2.0058 0.0 0.2 0.1
H -0.6837 -0.3054 -1.2383 -2.4 1.1 0.8
H -2.0759 -2.7275 1.9480 0.0 0.1 0.0
H -0.7743 -1.7429 2.8932 0.0 0.0 -0.1
H 1.7397 0.3132 -2.1092 -0.1 0.0 0.0
H 1.1573 -0.7705 0.7411 0.2 0.2 -0.2
H 3.5356 0.0168 1.1722 -0.1 0.1 -0.1
H 3.6970 0.4729 -0.5980 -0.1 0.0 0.1
H 1.8333 1.8853 -0.3361 0.1 -0.1 0.1
N -1.1351 -1.1372 1.0132 -0.3 -0.3 0.4
N 1.9204 1.2332 0.4429 -0.2 0.4 0.0
O -1.9155 -1.4787 -0.0746 -0.3 -0.1 0.1
S -2.6766 1.0023 -0.9219 -0.2 0.1 0.0
S 0.2871 -1.5376 -1.9310 3.5 -1.4 -1.1
```
Positions in Å, forces in eV/Å.

Calculated values
HOMO energy	-8.303	eV
DFT total energy	-33108.95659	eV
2S+1	1
maximum force	3.960	eV/Å
HOMO-LUMO gap	7.9	eV